Here is a 16-piece molecular cluster, C40H116N4O28 overall at a distorted geometry from the OMol25 dataset. Energies are from ωB97M-V/def2-TZVPD.

Each line ends with the Mulliken charge.
Element x y z (Å)
C -0.2268 -4.2317 4.4571  -0.4969
C -1.1784 -3.0912 4.2008  0.8222
O -2.2325 -3.4605 3.3304  -0.6106
O 0.7318 -3.8024 5.3868  -0.5903
H 0.0765 -4.5437 3.4577  -0.0241
H -0.7538 -5.1356 4.7626  0.4264
H -0.6603 -2.2295 3.7800  -0.6204
H -1.5545 -2.6995 5.1459  0.3020
H -2.6538 -2.6582 3.0134  0.3497
H 1.3486 -4.5352 5.4512  0.2911
C 0.0572 -5.0695 0.1433  -1.3683
C -0.5861 -3.6033 0.1531  1.6986
O -0.7764 -3.2545 -1.1668  -0.2475
O 1.4104 -5.0567 -0.1809  -0.2416
H -0.5925 -5.6755 -0.4883  0.5138
H -0.1315 -5.4741 1.1377  0.4101
H 0.1667 -2.9457 0.5877  -1.1587
H -1.5103 -3.5454 0.7281  0.2512
H -0.7242 -2.2982 -1.2337  0.2500
H 1.8003 -5.9006 -0.4208  0.1870
C -4.9068 -1.5354 -1.0692  0.5717
C -4.0225 -2.6719 -0.6152  0.0672
O -4.8176 -3.5802 0.1031  -0.5738
O -5.7153 -1.9119 -2.1581  -0.6459
H -4.1624 -0.8243 -1.4273  -0.4606
H -5.5297 -1.1148 -0.2797  0.3159
H -3.4032 -2.1672 0.1263  -0.2709
H -3.4821 -3.2037 -1.3983  0.3030
H -5.4426 -3.9214 -0.5407  0.3469
H -5.9993 -1.1882 -2.7214  0.3803
C 1.5111 5.4217 2.4051  -0.8269
C 2.0523 3.9775 2.5236  0.2105
O 2.0926 3.6735 3.9217  -0.6374
O 0.1012 5.4438 2.6441  -0.6348
H 1.8083 5.8636 1.4541  0.3779
H 2.0011 6.0503 3.1486  0.4054
H 3.0627 3.8797 2.1268  0.4611
H 1.4897 3.2264 1.9692  0.0907
H 2.4729 2.7938 3.8661  -0.0406
H -0.3063 6.2317 2.2770  0.2733
C 1.8071 -3.5378 -3.0363  1.8061
C 2.9025 -3.2358 -4.0410  -0.8377
O 2.3559 -2.9756 -5.3338  -0.5465
O 1.1969 -4.7752 -3.2691  -0.7021
H 1.0579 -2.7463 -3.0581  -0.5017
H 2.2094 -3.5084 -2.0237  -0.5035
H 3.6736 -4.0046 -4.0919  0.3888
H 3.5593 -2.4287 -3.7166  0.3248
H 2.1960 -3.7981 -5.8023  0.3106
H 0.4859 -4.8951 -2.6351  0.3179
C -0.8632 4.4028 -2.2309  0.9657
C -1.8918 5.3542 -2.8625  -0.4759
O -1.3615 6.5803 -3.1277  -0.6135
O -0.5142 4.7683 -0.9599  -0.6820
H 0.0718 4.4348 -2.7901  -0.2699
H -1.2421 3.3827 -2.2927  -0.1178
H -2.7005 5.5080 -2.1480  0.2462
H -2.1370 4.8714 -3.8085  0.2821
H -0.5959 6.5900 -3.7068  0.3638
H -1.2793 4.8366 -0.3841  0.3676
C 3.5697 2.6344 -2.2836  0.5918
C 2.8824 3.8697 -1.8052  -0.5345
O 1.9664 3.5931 -0.7131  -0.1097
O 4.7071 2.9608 -3.0903  -0.6228
H 2.8582 2.0479 -2.8648  -0.1487
H 3.9270 2.0876 -1.4110  -0.1224
H 2.2838 4.3396 -2.5856  0.1255
H 3.5021 4.7138 -1.5027  0.3428
H 1.0370 3.6133 -0.9528  0.0003
H 5.3563 2.2755 -2.9160  0.3787
C -2.8514 2.3161 0.6727  0.2752
C -3.6193 3.5562 0.2144  -0.0269
O -2.8628 4.6378 0.5838  -0.6466
O -3.0954 2.1516 2.0244  -0.6406
H -1.7941 2.4580 0.4490  0.0936
H -3.1477 1.3531 0.2569  0.0901
H -4.6289 3.5185 0.6234  0.4073
H -3.7431 3.6077 -0.8673  -0.3614
H -2.7316 4.5526 1.5310  0.3354
H -2.2816 2.3784 2.4803  0.3943
C 4.6727 0.7250 3.3613  -0.4363
C 5.2224 1.1151 1.9675  -0.7299
O 4.9031 0.1785 0.9626  -0.6367
O 3.1951 0.7137 3.3914  1.3177
H 5.1517 1.2853 4.1643  0.4744
H 5.0409 -0.2730 3.5991  0.1961
H 6.3103 1.1820 1.9773  0.5221
H 4.7824 2.0558 1.6366  -0.0253
H 3.9464 0.1320 0.8976  0.3019
H 2.8310 0.1758 4.0983  -0.9102
C -0.6819 2.1938 4.4486  0.6669
C -1.6320 0.9132 4.5357  -0.6447
O -1.1250 -0.1068 5.2988  -0.4089
O -1.0086 3.0555 3.4092  -0.7012
H 0.3042 1.8065 4.1923  -0.5376
H -0.6050 2.5905 5.4609  0.6225
H -1.7636 0.4424 3.5615  -0.0129
H -2.5775 1.2509 4.9599  0.5400
H -1.7338 -0.2681 6.0233  0.3140
H -0.4131 3.8084 3.4007  0.3174
C -5.0587 2.8757 -3.6781  -0.1022
C -5.2836 1.5716 -2.8332  -0.0933
O -5.9635 0.5611 -3.4970  -0.6056
O -5.2284 3.9897 -2.8466  -0.5797
H -5.7207 2.8749 -4.5440  0.4412
H -4.0261 2.8869 -4.0269  -0.0121
H -5.8147 1.7922 -1.9073  0.6992
H -4.2796 1.1843 -2.6598  -0.4414
H -6.8999 0.7716 -3.4780  0.3599
H -5.2178 4.6951 -3.4978  0.3269
C 0.4776 3.7729 -6.3980  -0.0464
C 0.1799 2.4075 -5.8327  -0.2242
O -1.1401 2.3161 -5.3479  -0.1856
O -0.3480 4.0228 -7.5252  -0.5501
H 1.5348 3.8953 -6.6335  0.3956
H 0.2115 4.5085 -5.6389  -0.0345
H 0.7162 2.2981 -4.8901  -0.2120
H 0.4402 1.5034 -6.3831  0.3285
H -1.6712 2.5010 -6.1259  0.2583
H -0.3450 3.1884 -7.9998  0.3393
C 0.1705 -0.1322 1.6695  0.8305
C 1.0913 -0.1484 0.3993  1.3314
C 0.3902 0.3765 -0.8634  -1.6242
O -0.7150 -0.4481 -1.3301  1.2331
C -1.2142 -0.1410 -2.6320  -0.7364
N 2.2635 0.6434 0.6471  1.0665
H 0.6104 -0.3634 2.6397  -0.5158
H -0.6384 -0.8521 1.5447  0.4115
H -0.3359 0.8210 1.8210  -0.5261
H 1.3778 -1.1766 0.1784  -0.9507
H 1.2047 0.4463 -1.5844  0.3654
H -0.0208 1.3826 -0.7792  -0.6537
H -0.3839 -0.1400 -3.3382  0.4199
H -1.7053 0.8057 -2.8570  -0.1741
H -1.9672 -0.8853 -2.8909  0.0405
H 2.4773 0.5536 1.6301  0.5854
H 2.0120 1.5938 0.4158  -1.0940
C 3.7136 -1.3894 6.6580  -1.6341
C 2.2906 -0.7891 6.5234  0.4200
C 2.1860 0.7243 6.7348  -0.6159
O 2.5466 0.9680 8.1092  -0.4433
C 2.6869 2.3585 8.3939  -0.7485
N 1.7101 -1.1444 5.2343  0.2571
H 4.5089 -0.8981 6.0975  0.1837
H 3.7081 -2.4750 6.5595  0.3103
H 4.0766 -1.1171 7.6491  0.5202
H 1.6925 -1.1379 7.3653  0.6612
H 1.1157 0.9186 6.6645  0.2830
H 2.7225 1.3531 6.0242  0.5499
H 1.7631 2.9252 8.2777  0.2710
H 3.4736 2.7751 7.7649  0.3012
H 2.8907 2.5753 9.4425  0.3086
H 1.4059 -2.1070 5.2623  0.1586
H 0.8227 -0.6626 5.2119  -0.7635
C -3.1357 -1.2753 -6.1013  -1.0242
C -4.5503 -1.1327 -6.6439  0.2145
C -5.3741 -2.3732 -6.1400  -0.4071
O -4.6808 -3.5930 -6.4593  -0.2086
C -5.0828 -4.1286 -7.7265  -0.6340
N -5.1040 0.1151 -6.1577  -0.2566
H -2.5146 -0.3852 -6.2011  0.2924
H -2.7057 -2.1116 -6.6526  0.4458
H -3.2051 -1.4272 -5.0242  0.1413
H -4.5092 -1.2492 -7.7269  0.3295
H -6.4146 -2.4080 -6.4630  0.4646
H -5.4188 -2.2692 -5.0559  0.2326
H -6.1504 -4.3436 -7.7716  0.3207
H -4.5567 -5.0815 -7.7840  0.2772
H -4.6668 -3.4450 -8.4666  0.3260
H -6.0720 0.0687 -6.4422  0.3587
H -5.2021 0.1324 -5.1527  0.1883
C 2.9122 -3.2120 2.5004  -0.4568
C 4.2576 -3.2871 1.7703  0.7512
C 5.1405 -4.5176 2.1054  -1.3456
O 5.3980 -4.7996 3.4987  -0.2307
C 6.5579 -5.5493 3.6535  -0.8538
N 4.0099 -3.2599 0.3384  -0.6370
H 2.4691 -2.2170 2.4574  -0.2264
H 3.0226 -3.2360 3.5845  0.3422
H 2.1929 -3.9887 2.2408  0.2731
H 4.8099 -2.3816 2.0213  0.1629
H 6.0825 -4.3818 1.5739  0.4702
H 4.6861 -5.3893 1.6344  0.3632
H 6.4591 -5.8322 4.7015  0.2055
H 7.4175 -4.9591 3.3360  0.3534
H 6.6429 -6.4541 3.0516  0.3235
H 3.2613 -3.8183 -0.0461  0.1870
H 3.6310 -2.3380 0.1753  0.1363

The maximum force is 3.958 eV Å⁻¹. Its net charge is +1. As for the HOMO energy (spin up / spin down): -10.0514 / -10.0514 eV. The HOMO-LUMO gap (spin up / spin down) comes out at 7.25 / 1.62 eV. The value obtained for the total energy is -106632.9410 eV. The energy above the lowest of the compared OMol25 structures with the same formula, charge and spin comes out at 0.0 kcal/mol. Its spin multiplicity is 2.